ORCA calculation (the ωB97M-V functional and the def2-TZVPD basis) on one molecule with the formula C4H6N2O2 in a non-equilibrium geometry.

- Strongest force on any atom: 3.89 eV Å⁻¹
- ΔE to the lowest compared entry with this formula, charge and spin: 4.472 eV
- SMILES: O=CNN1C[C@H]1C=O
- LUMO energy: 0.048 eV
- Highest occupied orbital energy: -9.1 eV
- E_tot: -11316.57012 eV
- Charge: 0

Each line ends with the Löwdin charge.
Positions of all 14 atoms, in Å:
O  2.7391  0.5468  -1.0680  0.01
C  1.7034  1.0408  -0.6887  -0.31
N  0.5510  0.2260  -0.7072  -0.04
N  -0.6217  0.7681  -0.4006  -0.09
C  -1.9194  0.0715  -0.5243  -0.05
C  -1.3275  0.1874  0.8954  -0.18
C  -0.8041  -0.9702  1.6462  -0.19
O  -0.3247  -1.8374  0.8830  -0.02
H  1.5122  2.1420  -0.1034  0.19
H  0.5141  -0.8130  -1.0700  0.20
H  -1.9251  -0.8282  -1.0802  0.10
H  -2.7562  0.7649  -0.8014  0.12
H  -1.4892  1.0477  1.5340  0.11
H  -0.5896  -0.9243  2.7832  0.14

***

ORCA calculation (the ωB97M-V functional and the def2-TZVPD basis) on C36H34AsBaN6O8S2 as an isolated structure.

- Strongest force on any atom: 0.87 eV Å⁻¹
- ΔE to the lowest compared entry with this formula, charge and spin: 0.000 eV
- LUMO energy: 2.144 eV
- Highest occupied orbital energy: -5.6 eV
- E_tot: -146415.62313 eV
- Charge: -1

Each line ends with the Löwdin charge.
Positions of all 88 atoms, in Å:
Ba  0.4412  -0.5727  0.7198  1.85
C  2.1685  2.6284  0.1503  -0.13
N  1.2606  2.1086  -0.8688  -0.17
C  0.1405  3.0225  -1.0577  -0.16
C  -0.8592  3.0617  0.0661  -0.26
C  -1.6731  4.1739  0.2558  -0.02
C  -2.6885  4.1072  1.1958  -0.07
C  -2.8596  2.9426  1.9283  -0.06
C  -1.9838  1.8950  1.6946  -0.12
N  -1.0079  1.9573  0.7866  0.03
C  1.9186  1.9237  -2.1619  -0.13
C  2.7019  0.6447  -2.3232  -0.29
C  4.0094  0.6673  -2.7872  -0.04
C  4.6621  -0.5375  -3.0037  -0.08
C  3.9779  -1.7142  -2.7623  -0.06
C  2.6708  -1.6405  -2.2913  -0.13
N  2.0469  -0.4874  -2.0664  0.10
C  3.3833  1.7670  0.3956  -0.27
C  4.6476  2.3314  0.4929  -0.02
C  5.7279  1.5054  0.7627  -0.07
C  5.5138  0.1490  0.9274  -0.05
C  4.2155  -0.3291  0.8143  -0.11
N  3.1819  0.4595  0.5463  0.04
H  1.6176  2.7038  1.0939  0.13
H  2.5084  3.6450  -0.1153  0.12
H  -0.4178  2.6554  -1.9228  0.10
H  0.4888  4.0485  -1.2711  0.13
H  -1.5138  5.0669  -0.3354  0.11
H  -3.3408  4.9568  1.3576  0.10
H  -3.6406  2.8476  2.6693  0.11
H  -2.0515  0.9679  2.2580  0.11
H  2.5662  2.7844  -2.4018  0.13
H  1.1286  1.8798  -2.9128  0.10
H  4.5086  1.6129  -2.9582  0.11
H  5.6879  -0.5509  -3.3522  0.10
H  4.4418  -2.6791  -2.9174  0.10
H  2.1085  -2.5309  -2.0372  0.08
H  4.7828  3.3971  0.3610  0.11
H  6.7248  1.9208  0.8451  0.10
H  6.3281  -0.5271  1.1485  0.10
H  3.9813  -1.3786  0.9553  0.11
C  -8.1214  0.3874  -0.4682  -0.06
C  -6.7234  -0.1643  -0.5524  -0.28
C  -6.5012  -1.5297  -0.6948  -0.04
C  -5.2130  -2.0438  -0.7523  -0.05
C  -4.1303  -1.1858  -0.6618  -0.26
C  -4.3306  0.1820  -0.5296  -0.05
C  -5.6205  0.6833  -0.4751  -0.04
S  -2.4676  -1.8326  -0.7094  0.53
O  -2.0198  -1.8927  0.6825  -0.46
O  -2.5633  -3.1060  -1.3850  -0.31
N  -1.6043  -0.7127  -1.3925  -0.20
C  -1.7261  -0.3888  -2.7217  -0.39
C  -2.3898  -1.1815  -3.6883  -0.02
C  -2.4592  -0.7425  -4.9896  -0.09
C  -1.8699  0.4670  -5.3484  -0.11
C  -1.2360  1.1707  -4.3446  -0.18
N  -1.1619  0.7803  -3.0747  0.10
H  -8.8459  -0.3070  -0.8936  0.07
H  -8.2042  1.3355  -1.0011  0.07
H  -8.4062  0.5691  0.5708  0.08
H  -7.3494  -2.2010  -0.7697  0.11
H  -5.0347  -3.1035  -0.8783  0.11
H  -3.4752  0.8450  -0.4888  0.10
H  -5.7722  1.7532  -0.3797  0.11
H  -2.8090  -2.1321  -3.3971  0.09
H  -2.9659  -1.3489  -5.7316  0.10
H  -1.8992  0.8420  -6.3622  0.09
H  -0.7575  2.1222  -4.5723  0.10
O  0.0518  -4.3434  1.9089  -0.38
As  1.5751  -4.0011  1.0561  1.07
O  1.0844  -3.0322  -0.2369  -0.79
O  2.0786  -2.4796  2.1500  -0.44
C  2.4552  -2.6325  3.4329  -0.37
C  3.3355  -3.6573  3.7996  -0.05
C  3.7432  -3.8148  5.1126  -0.10
C  3.2932  -2.9456  6.0958  -0.11
C  2.4328  -1.9177  5.7437  -0.07
C  2.0095  -1.7508  4.4326  -0.18
S  0.9196  -0.3800  4.0784  0.42
O  1.6600  0.4836  3.1423  -0.45
O  0.6411  0.2342  5.3568  -0.33
O  -0.2592  -0.9509  3.4153  -0.46
H  -0.6491  -3.7265  1.6405  0.00
H  3.6906  -4.3294  3.0286  0.08
H  4.4197  -4.6217  5.3687  0.09
H  3.6083  -3.0649  7.1245  0.09
H  2.0622  -1.2185  6.4807  0.10

***

ORCA calculation (the ωB97M-V functional and the def2-TZVPD basis) on a 8-piece molecular cluster, C36H32Br6O10 overall in a non-equilibrium geometry.

- Strongest force on any atom: 4.71 eV Å⁻¹
- SMILES: O=C1C=CC(=O)C=C1.O=C1C=CC(=O)C=C1.O=C1C=CC(=O)C=C1.O=C1C=CC(=O)C=C1.O=C1C=CC(=O)C=C1.BrCCBr.BrCCBr.BrCCBr
- LUMO energy: -2.335 eV
- Highest occupied orbital energy: -10.0 eV
- E_tot: -478571.30965 eV
- Charge: 0

Each line ends with the Löwdin charge.
Positions of all 84 atoms, in Å:
O  3.9985  1.7393  -7.0977  0.15
C  3.3675  1.3412  -6.1661  -0.43
C  3.8592  0.6487  -5.0140  0.05
C  3.1377  0.3506  -3.8882  -0.07
C  1.7760  0.5723  -3.8103  -0.46
O  1.1169  0.1906  -2.8142  0.03
C  1.2518  1.1454  -4.9867  0.02
C  1.9327  1.6035  -6.0648  0.07
H  4.9302  0.5206  -4.9595  0.13
H  3.6290  0.0346  -2.9798  0.09
H  0.2119  1.4081  -4.8601  0.11
H  1.3907  2.0923  -6.8609  0.13
O  -0.5389  5.7050  6.4540  0.14
C  -0.4047  4.6892  5.8596  -0.43
C  0.8672  4.0395  5.4494  0.04
C  0.8948  2.9008  4.6400  0.05
C  -0.3250  2.1187  4.2032  -0.36
O  -0.3137  1.0151  3.6476  0.06
C  -1.5523  2.7693  4.6983  0.02
C  -1.5722  3.9408  5.3770  0.02
H  1.7921  4.4680  5.8063  0.11
H  1.8749  2.4949  4.4371  0.11
H  -2.5557  2.4570  4.4495  0.12
H  -2.5140  4.4516  5.5131  0.12
O  -2.5409  4.9119  0.7917  0.09
C  -2.0798  4.6393  -0.3325  -0.40
C  -2.8824  4.5873  -1.5301  0.01
C  -2.3772  4.3672  -2.7704  0.02
C  -0.9356  4.0005  -3.0362  -0.31
O  -0.5747  3.8570  -4.2198  0.07
C  -0.1474  3.8849  -1.7165  0.02
C  -0.7149  4.1453  -0.4736  -0.05
H  -3.8979  4.9489  -1.4643  0.12
H  -3.0680  4.3102  -3.5985  0.12
H  0.9282  3.8007  -1.6669  0.06
H  -0.1479  4.1733  0.4452  0.09
O  -0.0298  -3.9370  -4.9238  0.10
C  0.2354  -4.0327  -3.7193  -0.40
C  0.7124  -2.9274  -2.9748  0.00
C  0.9650  -2.9917  -1.6735  -0.03
C  1.0821  -4.1953  -0.9316  -0.45
O  1.6328  -4.2686  0.1751  0.09
C  0.5313  -5.3604  -1.5923  0.04
C  0.1481  -5.2854  -2.9284  0.06
H  0.8171  -1.9694  -3.4625  0.10
H  1.3442  -2.0361  -1.3425  0.11
H  0.5115  -6.3231  -1.1032  0.12
H  -0.0568  -6.1682  -3.5158  0.12
O  -1.8761  -1.1088  5.6170  0.13
C  -1.8668  -2.3094  5.7612  -0.43
C  -2.3811  -3.0237  6.8869  0.02
C  -2.5321  -4.3890  7.0363  0.05
C  -2.1908  -5.3028  5.9146  -0.38
O  -2.3823  -6.5035  6.0366  0.11
C  -1.5102  -4.5174  4.8501  0.03
C  -1.4647  -3.1836  4.6841  0.02
H  -2.5635  -2.4359  7.7744  0.12
H  -2.9705  -4.9484  7.8495  0.12
H  -1.0752  -5.0904  4.0445  0.11
H  -1.0083  -2.7719  3.7960  0.11
Br  -1.6831  -2.6670  0.4760  0.72
C  -0.5278  -1.1191  0.7857  -0.67
C  -0.9707  0.1860  0.0426  -0.54
Br  0.6771  1.3366  0.2901  0.75
H  0.4923  -1.4736  0.6374  0.03
H  -0.6247  -0.9552  1.8590  0.02
H  -1.9123  0.6587  0.3220  0.06
H  -1.0032  -0.1650  -0.9888  -0.01
Br  -4.2810  -2.1687  -5.2828  0.61
C  -2.7335  -2.0013  -4.0399  -0.66
C  -3.3388  -1.6344  -2.6967  -0.66
Br  -3.2771  0.3525  -2.5395  0.63
H  -1.8340  -1.5109  -4.4120  0.06
H  -2.4428  -3.0418  -3.8950  0.04
H  -2.8723  -2.0584  -1.8075  -0.04
H  -4.3176  -2.1053  -2.6054  0.05
Br  3.6873  2.4047  -1.5711  0.78
C  4.1641  1.4275  -0.0424  -0.79
C  5.5810  0.8342  -0.0457  -0.63
Br  5.8902  0.1222  1.7756  0.60
H  3.4020  0.6614  0.1001  0.00
H  4.0608  2.1216  0.7916  0.04
H  6.3752  1.5733  -0.1512  0.05
H  5.6010  -0.0210  -0.7212  0.05

***

ORCA calculation (the ωB97M-V functional and the def2-TZVPD basis) on one molecule with the formula C4H11N3O in a non-equilibrium geometry.

- Strongest force on any atom: 3.95 eV Å⁻¹
- ΔE to the lowest compared entry with this formula, charge and spin: 1.990 eV
- SMILES: [H]/N=C(\O)[C@](C)(N)NC
- LUMO energy: 0.707 eV
- Highest occupied orbital energy: -8.6 eV
- E_tot: -10843.22115 eV
- Charge: 0

Each line ends with the Löwdin charge.
Positions of all 19 atoms, in Å:
H  0.8255  -2.3796  -1.9200  0.06
N  0.8687  -1.5391  -1.3458  0.16
C  -0.2441  -1.0308  -1.0452  -0.44
O  -1.4704  -1.4745  -1.3925  0.08
C  -0.3167  0.2694  -0.2403  -0.57
C  -1.2693  0.1150  0.9382  -0.03
N  -0.7067  1.3197  -1.1693  0.05
N  1.0507  0.7450  0.1071  -0.10
C  1.5407  0.5069  1.4586  -0.12
H  -1.4018  -2.2093  -2.0200  0.12
H  -1.3138  1.0463  1.4998  0.08
H  -0.9545  -0.6916  1.5984  0.09
H  -2.2594  -0.0976  0.5410  0.08
H  -1.4212  1.9262  -0.7782  0.06
H  0.3366  1.8025  -1.0939  0.15
H  1.6936  0.3200  -0.5618  0.09
H  1.5520  -0.5560  1.7266  0.08
H  0.9288  1.0460  2.1738  0.07
H  2.5612  0.8815  1.5235  0.08